61
Properties=species:S:1:pos:R:3:forces:R:3:mulliken_charge:R:1 method="wB97M-V/def2-TZVPD" mol_weight_da=766.12 e_above_lowest_ev=0.000 orbital_gap_ev="5.3 / 5.4"
Ir -0.0979 0.1687 -0.1487 0.06 0.46 -1.37 1.23
N -0.1535 3.6529 2.0829 0.04 0.27 0.14 -0.05
C 0.0350 4.3639 0.9028 -0.04 -0.04 0.10 0.60
C 0.2958 5.7085 0.6491 -0.01 -0.03 0.08 -1.14
C 0.4069 6.0693 -0.6771 0.00 -0.06 -0.03 -0.43
C 0.2599 5.1272 -1.7141 0.01 0.06 0.05 -0.86
C 0.0074 3.7984 -1.4550 0.03 -0.04 -0.08 -0.38
C -0.0989 3.4237 -0.1169 -0.18 -0.03 -0.11 0.51
N -0.3711 2.1852 0.4523 0.55 -0.13 -0.37 0.11
C -0.3812 2.3650 1.7456 -0.32 -0.04 0.37 0.38
C -0.6590 1.2452 2.6401 0.08 0.10 -0.38 -0.24
C -0.8525 1.2144 3.9755 -0.10 0.10 0.40 -0.27
S -1.1936 -0.3833 4.4704 -0.08 -0.13 0.09 -0.16
C -1.0511 -0.9274 2.8617 -0.13 -0.24 0.18 -0.37
N -0.7720 0.0151 2.0184 0.60 0.43 -0.38 0.07
H -0.1072 4.0207 3.0164 -0.01 0.01 -0.01 0.21
H 0.4045 6.4297 1.4498 -0.01 -0.01 -0.05 0.39
H 0.6120 7.1028 -0.9257 -0.01 -0.03 -0.01 0.39
H 0.3478 5.4570 -2.7407 0.02 0.01 0.02 0.43
H -0.1082 3.0656 -2.2434 0.01 0.03 0.05 0.35
H -0.8476 2.0313 4.6831 0.04 -0.10 -0.08 0.41
H -1.1967 -1.9640 2.5807 0.09 0.11 -0.07 0.33
S 2.1926 0.9376 -7.0556 -0.01 0.00 -0.03 -0.26
C 1.6623 0.8235 -5.5093 0.03 0.00 0.07 0.08
S 2.6925 0.9902 -4.1301 0.13 0.03 0.07 -0.12
C 1.4725 0.7804 -2.8937 0.51 0.12 -0.36 0.15
C 0.2308 0.5637 -3.3267 -0.20 0.03 -0.48 0.01
S -1.1477 0.4170 -2.2999 0.24 -0.27 1.13 -0.29
S 0.0247 0.5013 -5.0651 -0.15 -0.02 0.01 -0.08
S 1.9232 0.8832 -1.2299 -0.99 -0.28 0.96 -0.48
C -2.2307 -5.4467 -2.9020 0.01 0.09 0.10 -1.65
C -2.2964 -4.1842 -2.0751 0.05 -0.10 0.01 0.32
C -3.5257 -3.6080 -1.7620 -0.07 0.00 -0.04 -0.80
C -3.5863 -2.4520 -0.9981 -0.04 0.05 0.00 0.22
C -4.9087 -1.8015 -0.6759 0.08 -0.01 -0.05 -1.58
C -2.4052 -1.8914 -0.5288 0.05 -0.11 0.19 -0.35
C -1.1453 -2.4463 -0.8067 0.33 -0.04 -0.20 0.81
C -1.1292 -3.6061 -1.6036 -0.05 0.06 -0.04 -0.31
N 0.0058 -1.8164 -0.3295 -0.38 -0.40 0.19 0.04
C 1.2292 -2.5991 -0.0090 -0.12 0.02 -0.18 1.36
C 2.1426 -2.6938 -1.2418 0.03 -0.08 0.09 -1.25
C 1.9973 -1.8850 1.1114 -0.16 0.02 0.05 -1.64
C 0.9149 -4.0151 0.5234 0.00 0.06 0.03 -1.71
H -3.1025 -5.5423 -3.5495 0.02 0.00 0.00 0.40
H -2.1992 -6.3249 -2.2510 -0.01 0.01 -0.04 0.30
H -1.3342 -5.4651 -3.5230 -0.02 0.01 0.00 0.37
H -4.4425 -4.0617 -2.1261 0.04 0.01 0.01 0.33
H -5.7421 -2.4557 -0.9332 0.02 0.02 0.01 0.40
H -5.0240 -0.8709 -1.2364 -0.01 -0.01 0.00 0.29
H -4.9807 -1.5561 0.3857 0.00 -0.01 -0.01 0.33
H -2.4602 -1.0004 0.0907 -0.03 0.00 0.08 0.42
H -0.1882 -4.0362 -1.9081 0.00 -0.02 0.00 0.14
H 2.4193 -1.6989 -1.5863 0.01 -0.01 0.02 0.11
H 1.6434 -3.2134 -2.0591 0.04 0.02 -0.01 0.22
H 3.0560 -3.2426 -0.9892 -0.05 0.01 -0.04 0.48
H 2.1439 -0.8286 0.8891 0.07 0.02 0.01 0.19
H 2.9813 -2.3439 1.2265 -0.04 0.01 0.02 0.57
H 1.4626 -1.9774 2.0638 0.05 0.03 -0.06 0.32
H 0.8737 -4.7657 -0.2631 -0.06 0.01 0.02 0.39
H -0.0371 -4.0371 1.0614 0.07 0.02 -0.02 0.25
H 1.7034 -4.3159 1.2168 0.00 -0.01 -0.04 0.52


54
Properties=species:S:1:pos:R:3:forces:R:3:mulliken_charge:R:1 method="wB97M-V/def2-TZVPD" charge=+1 mol_weight_da=385.49 e_above_lowest_ev=3.210 orbital_gap_ev=5.0
C -1.6836 5.2586 -4.1065 -0.39 -0.18 0.44 -0.82
O -2.4017 4.5601 -3.0616 0.38 0.29 -0.29 -0.45
C -1.6908 4.0963 -2.0025 0.68 -0.12 -0.07 0.90
C -2.3686 3.2318 -1.1093 0.59 0.24 -0.72 -1.02
C -1.6367 2.5510 -0.1560 0.10 0.56 0.08 0.05
C -0.3072 2.9226 0.0864 -0.29 0.80 -1.02 0.70
N 0.3785 2.3001 1.1252 1.01 -1.14 1.68 0.43
C -0.0653 1.1494 1.7294 0.59 -0.03 0.03 -0.60
N 0.8783 0.9072 2.6762 0.11 0.92 -0.48 0.35
C 0.8286 -0.1800 3.6189 -0.04 -0.50 0.50 -0.89
C 1.8716 1.8927 2.6934 -0.48 -0.55 -0.04 -0.73
C 1.5764 2.7472 1.7038 -0.86 -0.07 -0.18 -0.38
C 0.3245 3.9046 -0.6860 -0.45 -0.54 -0.13 -0.93
C -0.3225 4.3981 -1.8183 -0.85 -0.09 0.21 -0.62
H -2.4727 5.5316 -4.8091 0.31 0.04 0.01 0.25
H -1.1783 6.1604 -3.7256 -0.28 -0.25 -0.08 0.32
H -0.9397 4.6072 -4.5931 -0.28 0.10 0.20 0.35
H -3.4357 3.0829 -1.2361 0.16 -0.14 -0.11 0.43
H -2.0780 1.7725 0.4609 -0.03 0.36 -0.02 0.44
H 0.0451 -0.8823 3.2980 0.35 0.33 0.24 0.20
H 1.7960 -0.7079 3.6588 -0.34 0.20 -0.07 0.34
H 0.6002 0.1943 4.6334 0.03 -0.21 -0.44 0.35
H 2.6475 1.8933 3.4310 0.24 0.04 0.03 0.48
H 2.0362 3.6582 1.3980 0.27 0.22 0.01 0.39
H 1.3189 4.2709 -0.4444 -0.11 -0.32 -0.19 0.21
H 0.2252 5.0071 -2.5392 -0.27 -0.05 0.43 0.35
C 3.7912 -3.9179 -3.4343 -0.04 0.01 -0.11 -0.80
O 2.6576 -3.0504 -3.6194 -0.68 0.33 1.10 -0.41
C 1.8537 -2.7005 -2.5859 0.22 -0.39 -0.33 0.90
C 0.7606 -1.8592 -2.9262 0.30 -0.38 -0.05 -0.74
C -0.1288 -1.4709 -1.9609 0.13 0.54 0.49 -0.44
C 0.0479 -1.8332 -0.5844 0.83 -0.23 -0.18 0.24
C -0.8674 -1.3681 0.3944 -0.42 -0.39 -0.71 -0.06
C -1.3508 -2.0851 1.5162 -0.49 -0.62 1.12 0.24
C -2.3393 -1.4736 2.3462 0.36 0.18 -0.24 -0.12
C -2.6997 -2.0193 3.5660 -0.17 -0.06 -0.08 -0.61
C -2.0430 -3.1672 4.0332 0.01 0.12 -0.32 -0.33
C -1.1442 -3.8496 3.2024 -0.15 -0.04 -0.16 -0.80
C -0.9126 -3.3908 1.9102 0.32 0.71 0.14 -0.24
C 1.1740 -2.6536 -0.2704 -0.31 -0.15 0.04 -0.51
C 2.0269 -3.1313 -1.2477 0.17 0.05 -0.41 -0.77
H 4.2540 -3.9040 -4.4236 0.09 -0.18 0.32 0.25
H 4.4984 -3.5419 -2.6803 -0.31 0.04 -0.21 0.34
H 3.4792 -4.9405 -3.1780 -0.01 0.32 -0.07 0.35
H 0.6615 -1.5677 -3.9727 -0.10 -0.09 0.34 0.43
H -0.9967 -0.8685 -2.2304 0.26 -0.06 0.04 0.47
H -1.3143 -0.3957 0.2076 -0.29 -0.26 -0.11 0.06
H -2.7842 -0.5407 1.9954 0.20 -0.17 0.25 0.33
H -3.4938 -1.5564 4.1589 0.40 -0.13 -0.18 0.42
H -2.2788 -3.5632 5.0199 0.11 0.12 -0.20 0.42
H -0.6461 -4.7545 3.5628 -0.38 0.22 -0.26 0.42
H -0.3705 -4.0034 1.2009 0.13 0.05 0.17 0.80
H 1.3879 -2.8875 0.7764 -0.08 0.09 -0.42 0.66
H 2.8309 -3.8330 -1.0019 -0.26 0.50 0.00 0.38


67
Properties=species:S:1:pos:R:3:forces:R:3:mulliken_charge:R:1 method="wB97M-V/def2-TZVPD" mol_weight_da=801.93 multiplicity=4 e_above_lowest_ev=0.177 orbital_gap_ev="6.9 / 6.3"
Re 0.3599 0.7005 -0.6002 -0.80 0.23 0.20 1.65
O -0.7637 -4.1380 -1.6705 0.00 0.04 -0.01 -0.68
C -2.0796 -3.9494 -1.8805 0.01 0.03 -0.03 0.40
C -2.9200 -5.0461 -1.6806 0.00 0.01 -0.01 -0.67
C -4.2786 -4.9351 -1.8931 -0.01 0.00 0.00 -0.30
C -4.8362 -3.7293 -2.3124 0.02 0.01 -0.03 -0.87
C -4.0084 -2.6396 -2.4940 0.02 0.00 0.03 -0.49
C -2.6323 -2.7182 -2.2721 0.04 0.06 0.02 0.66
C -1.8381 -1.4567 -2.3994 0.23 -0.49 -0.12 0.64
O -2.3970 -0.3580 -2.4036 -0.03 0.23 -0.13 -0.83
N -0.5052 -1.6513 -2.5544 -0.12 0.04 0.16 -1.61
N 0.2758 -0.5599 -2.3617 -0.10 -0.08 -0.18 0.84
C 1.2780 -0.4245 -3.1594 -0.08 0.06 0.02 -0.73
C 2.2823 0.5802 -2.8606 0.02 0.04 -0.04 1.04
C 3.4083 0.7773 -3.6481 -0.06 -0.03 -0.02 -0.92
C 4.3448 1.7140 -3.2559 0.04 0.02 0.01 -0.29
C 4.1474 2.4253 -2.0805 0.00 -0.01 -0.02 -1.03
C 3.0056 2.1862 -1.3435 -0.01 -0.02 -0.06 0.06
N 2.0851 1.2991 -1.7381 0.10 0.04 0.04 0.05
H -0.3064 -3.3098 -1.9399 0.00 -0.01 0.01 0.49
H -2.4727 -5.9784 -1.3621 0.00 0.00 0.00 0.43
H -4.9125 -5.7995 -1.7393 0.00 0.00 0.00 0.37
H -5.8986 -3.6495 -2.4982 0.00 0.00 0.00 0.40
H -4.4056 -1.6876 -2.8248 -0.02 -0.02 0.02 0.47
H 1.3693 -1.0820 -4.0152 0.05 -0.01 0.01 0.42
H 3.5370 0.1874 -4.5445 0.01 0.00 0.00 0.49
H 5.2321 1.8785 -3.8524 0.00 0.00 0.00 0.43
H 4.8674 3.1499 -1.7299 0.00 0.00 0.00 0.46
H 2.8040 2.6890 -0.4077 0.01 -0.02 0.02 0.45
C 3.1785 -2.4810 4.7606 0.00 -0.02 0.01 -1.47
C 2.5734 -1.2454 4.1607 0.02 0.00 0.00 1.11
C 1.1980 -1.0406 4.1883 -0.02 -0.01 -0.01 -0.93
C 0.6302 0.0781 3.6001 0.01 -0.04 -0.09 -0.08
C 1.4551 0.9886 2.9605 0.04 -0.05 -0.08 -0.21
C 2.8332 0.8175 2.9340 0.02 -0.02 0.00 -0.34
C 3.3829 -0.2948 3.5400 -0.01 -0.05 -0.09 -0.92
S 0.7925 2.4679 2.3083 -0.14 0.06 -0.06 1.23
O 1.7139 3.5359 2.5919 -0.01 0.07 -0.05 -0.75
O -0.5557 2.6228 2.8309 0.02 -0.05 0.09 -0.90
N 0.7230 2.2854 0.6807 -0.12 -0.03 -0.07 -0.02
C 0.2932 3.5669 0.0669 0.11 -0.05 0.00 -0.94
C -0.8354 3.3189 -0.9164 -0.04 -0.04 -0.05 0.58
O -1.6565 4.1535 -1.2053 0.02 -0.01 0.03 -0.70
O -0.7890 2.1094 -1.4477 0.07 -0.08 0.07 -0.72
H 2.5744 -2.8589 5.5848 0.01 0.00 -0.01 0.39
H 4.1869 -2.2898 5.1258 0.00 0.00 0.01 0.38
H 3.2446 -3.2671 4.0048 0.00 0.01 -0.01 0.26
H 0.5607 -1.7649 4.6808 0.00 0.01 0.00 0.39
H -0.4353 0.2505 3.6369 -0.01 -0.01 -0.01 0.46
H 3.4628 1.5609 2.4630 -0.01 0.01 0.01 0.45
H 4.4555 -0.4380 3.5205 0.02 -0.01 0.01 0.34
H 1.1133 4.0042 -0.5142 0.00 0.08 0.05 0.39
H -0.0038 4.3092 0.8049 -0.04 -0.03 -0.01 0.60
S 3.6653 -2.4646 0.4703 0.02 0.03 0.14 -0.38
C 2.4472 -1.4570 0.3030 -0.09 -0.14 -0.28 0.70
N 1.5353 -0.7297 0.1012 0.31 -0.06 0.52 -0.71
C -3.7190 3.0667 1.0722 0.02 -0.04 -0.01 -1.32
N -2.7509 1.9883 1.1811 0.10 0.01 0.38 0.08
C -2.7746 0.8999 0.4488 -0.31 -0.02 -0.28 0.80
N -3.7813 0.6506 -0.3728 0.00 0.26 0.18 -0.31
S -1.5076 -0.3070 0.5951 0.36 0.11 0.19 -0.56
H -3.2839 3.9558 1.5183 -0.01 0.00 0.06 0.32
H -4.6505 2.8182 1.5855 -0.01 0.01 -0.02 0.35
H -3.9115 3.2969 0.0246 0.03 0.01 -0.02 0.50
H -2.0466 2.0450 1.9209 0.13 0.14 -0.27 0.31
H -4.4744 1.3615 -0.5455 -0.02 0.03 0.10 0.25
H -3.5862 0.0117 -1.1405 0.21 -0.18 -0.31 0.03


57
Properties=species:S:1:pos:R:3:forces:R:3:mulliken_charge:R:1 method="wB97M-V/def2-TZVPD" charge=+1 mol_weight_da=537.51 multiplicity=6 e_above_lowest_ev=0.575 orbital_gap_ev="7.8 / 7.5"
Ru 0.4775 -0.8714 -1.7203 -0.31 -0.39 -1.60 0.33
O -1.0104 -4.4081 -3.7177 -0.20 -0.07 -0.10 -0.44
C -0.8685 -3.3406 -2.9733 -0.05 0.07 0.16 0.54
O 0.1484 -3.0853 -2.3481 0.05 0.24 0.02 -0.53
C -2.1388 -2.5165 -2.9078 0.02 0.05 -0.05 -0.63
O -1.9004 -1.1842 -2.5134 0.17 -0.04 0.24 -0.05
C -1.9833 -0.2426 -3.5929 0.57 0.01 -0.52 -0.49
C -0.7189 -0.3351 -4.5008 -1.33 0.22 0.08 0.66
O -0.8572 -0.2361 -5.6974 0.37 -0.01 0.21 -0.63
O 0.3721 -0.5024 -3.8297 0.83 -0.29 1.06 -0.75
H -0.2069 -4.9495 -3.7301 0.16 0.02 0.10 0.43
H -2.7729 -2.9823 -2.1485 -0.02 -0.08 -0.03 0.45
H -2.6498 -2.5707 -3.8696 -0.02 0.00 0.00 0.43
H -2.0151 0.7434 -3.1297 -0.07 0.00 0.01 0.29
H -2.8718 -0.4081 -4.2007 -0.06 -0.03 0.12 0.32
C -0.2611 0.6307 3.3323 -0.01 -0.12 0.00 -1.55
C 1.0833 -0.0332 3.1878 0.05 0.01 -0.05 1.38
C 1.7101 -0.5080 4.3381 -0.03 0.02 0.01 -0.95
C 2.9464 -1.1318 4.3003 -0.02 0.00 -0.01 -0.72
C 3.6064 -1.2919 3.0921 0.10 -0.05 0.02 -0.84
C 3.0077 -0.8374 1.9325 -0.11 0.04 -0.03 -0.99
C 1.7555 -0.2152 1.9674 0.20 -0.18 -0.26 0.73
P 1.1316 0.2862 0.3378 -0.31 0.57 0.54 1.19
C -0.6855 -0.0560 0.3395 0.05 -0.14 0.14 -0.20
C -1.6061 0.9431 -0.0103 0.05 0.08 0.06 -1.43
C -2.9616 0.6886 0.0128 -0.04 0.05 -0.05 -0.88
C -3.4191 -0.5698 0.3830 0.03 -0.08 0.04 -0.72
C -2.5196 -1.5742 0.7021 -0.08 0.01 -0.04 -0.89
C -1.1460 -1.3566 0.6717 0.15 0.17 0.03 2.34
C -0.2096 -2.4846 1.0308 -0.11 0.03 0.02 -1.79
C 1.3092 2.0928 0.2363 0.11 0.01 -0.36 1.11
C 1.4470 2.8255 1.4056 -0.06 -0.05 0.00 -0.43
C 1.4497 4.2148 1.3929 -0.01 0.03 0.02 -0.90
C 1.2722 4.8983 0.1901 0.00 0.07 0.13 -0.75
C 1.1820 4.2049 -0.9885 0.00 -0.20 -0.11 -0.75
C 1.2777 2.7812 -1.0322 -0.05 0.21 0.55 1.43
C 1.4091 2.1744 -2.2705 0.03 -0.16 -0.26 -1.61
H -0.3414 1.0946 4.3146 0.00 0.00 -0.01 0.57
H -1.0667 -0.1035 3.2512 -0.02 0.02 -0.02 0.32
H -0.4316 1.3959 2.5808 -0.08 0.02 -0.01 0.14
H 1.2097 -0.3735 5.2896 0.01 0.00 0.00 0.48
H 3.3952 -1.4877 5.2181 0.01 0.01 0.00 0.42
H 4.5766 -1.7685 3.0547 -0.01 0.01 -0.01 0.44
H 3.5072 -0.9649 0.9790 0.03 -0.03 0.02 0.46
H -1.2425 1.9308 -0.2703 -0.02 -0.01 0.01 0.50
H -3.6649 1.4682 -0.2485 0.02 0.01 0.01 0.49
H -4.4820 -0.7696 0.4233 0.00 0.00 -0.01 0.43
H -2.8870 -2.5524 0.9898 0.01 0.00 -0.02 0.53
H -0.7253 -3.4403 0.9562 0.01 -0.01 -0.05 0.52
H 0.1631 -2.3847 2.0517 0.02 0.02 -0.01 0.22
H 0.6709 -2.5258 0.3793 0.02 -0.05 0.05 0.37
H 1.5498 2.3123 2.3522 0.05 0.04 -0.03 0.41
H 1.5731 4.7588 2.3190 -0.01 0.00 0.00 0.44
H 1.2315 5.9794 0.1879 0.00 0.00 -0.02 0.40
H 1.0886 4.7315 -1.9299 0.03 0.02 0.01 0.45
H 1.7375 1.1517 -2.3907 -0.07 -0.08 -0.01 0.40
H 1.3547 2.7556 -3.1800 -0.02 0.01 0.01 0.32